This record from the OMol25 dataset describes a single C5H7NO molecule. The level of theory is ωB97M-V with the def2-TZVPD basis set.

CARTESIAN COORDINATES (ANGSTROEM)
C  -1.0996  -0.8085  0.8228
C  -0.7801  0.4826  0.0719
C  0.9807  0.5988  -0.5623
C  1.8755  -0.2560  0.2880
O  1.8909  -1.4593  0.1840
C  -1.6503  0.7146  -1.0621
N  -2.2778  0.8389  -2.0300
H  -2.1749  -0.9747  0.9997
H  -0.6055  -0.8531  1.7934
H  -0.7527  -1.6451  0.2096
H  -0.1917  1.2877  0.4440
H  0.8391  0.1955  -1.5471
H  1.4099  1.6317  -0.6466
H  2.5366  0.2469  1.0349

Computed properties:
* HOMO energy: -9.900 eV
* SMILES: C[C@H](C#N)CC=O
* electronic energy: -8833.141 eV

Atom-resolved charges from natural (NBO), all expressed in e: -0.629, -0.295, -0.492, 0.394, -0.505, 0.256, -0.311, 0.240, 0.226, 0.238, 0.286, 0.251, 0.223, 0.118

***

This record from the OMol25 dataset describes 7 unconnected molecules or ions with the total composition C20H41N4O6S. The level of theory is ωB97M-V with the def2-TZVPD basis set.

CARTESIAN COORDINATES (ANGSTROEM)
N  -0.1949  -2.4348  5.9820
C  -0.1889  -1.1794  5.5735
N  -0.6419  -0.8574  4.3238
C  -0.4544  0.4878  4.3144
N  0.0555  0.9471  5.4419
N  0.2284  -0.1138  6.2640
S  0.8606  -0.0454  7.8400
H  -0.0268  -2.7192  6.9286
H  -0.3495  -3.1382  5.2838
H  -0.6792  1.1403  3.4854
H  0.2830  1.9111  5.6589
H  2.1766  -0.0352  7.5343
C  0.5456  -0.5010  1.1402
C  -0.5748  0.3288  0.5662
O  -1.3786  0.8732  1.3003
C  -0.6470  0.4409  -0.9269
H  0.4558  -0.4852  2.2206
H  0.4604  -1.5289  0.7869
H  1.5110  -0.0895  0.8421
H  -0.7711  -0.5416  -1.3675
H  0.2635  0.8933  -1.3111
H  -1.4972  1.0636  -1.2014
C  2.3857  -1.5556  -4.4160
C  1.0236  -0.9746  -4.1528
O  0.4688  -1.1122  -3.0782
C  0.3815  -0.2222  -5.2813
H  2.7384  -2.0748  -3.5262
H  2.3325  -2.2607  -5.2463
H  3.0840  -0.7552  -4.6649
H  0.2470  -0.8834  -6.1368
H  1.0088  0.6233  -5.5653
H  -0.5915  0.1489  -4.9609
C  3.1036  4.4362  -4.2250
C  2.7777  3.0253  -3.8038
O  2.8426  2.1015  -4.5799
C  2.3682  2.8149  -2.3665
H  3.3817  4.4443  -5.2760
H  2.2334  5.0791  -4.0834
H  3.9370  4.8198  -3.6345
H  1.4655  3.3875  -2.1462
H  3.1714  3.1318  -1.6992
H  2.1687  1.7579  -2.2039
C  -3.9261  -2.4926  4.7274
C  -3.5230  -3.8536  5.2325
O  -2.4595  -4.0519  5.7850
C  -4.5095  -4.9716  5.0235
H  -3.1397  -1.7740  4.9354
H  -4.0922  -2.5282  3.6501
H  -4.8425  -2.1707  5.2244
H  -4.6997  -5.1065  3.9578
H  -5.4471  -4.7419  5.5315
H  -4.1040  -5.8949  5.4301
C  2.3626  -4.0786  -8.7096
C  1.1837  -3.2080  -8.3539
O  1.3235  -2.1783  -7.7326
C  -0.1763  -3.6768  -8.8072
H  3.2750  -3.6274  -8.3262
H  2.2427  -5.0687  -8.2674
H  2.4428  -4.1741  -9.7932
H  -0.4010  -4.6502  -8.3689
H  -0.2006  -3.7558  -9.8949
H  -0.9315  -2.9621  -8.4880
C  -0.5733  5.1916  3.5813
C  -0.6784  5.0647  5.0784
O  0.0203  4.2887  5.7011
C  -1.6838  5.9410  5.7733
H  0.1876  4.5085  3.2086
H  -1.5297  4.9455  3.1175
H  -0.2939  6.2109  3.3131
H  -2.6857  5.7248  5.4001
H  -1.4503  6.9911  5.5940
H  -1.6552  5.7505  6.8435

Computed properties:
* HOMO energy: -10.755 eV
* total charge: +1
* electronic energy: -50479.247 eV

Atom-resolved charges from Mulliken, all expressed in e: -0.306, 0.619, -0.485, -0.404, 0.075, -0.165, -0.094, 0.189, 0.246, 0.710, 0.384, 0.204, -0.546, 0.928, -0.617, -0.667, -0.129, 0.334, 0.283, 0.399, -0.220, 0.353, -0.989, 0.934, -0.559, -0.854, 0.333, 0.203, 0.260, 0.163, 0.221, 0.300, -1.238, 0.810, -0.505, -0.797, 0.322, 0.335, 0.339, 0.359, 0.384, -0.051, -0.798, 0.808, -0.550, -1.159, 0.015, 0.316, 0.357, 0.330, 0.334, 0.321, -1.156, 0.805, -0.506, -1.131, 0.289, 0.335, 0.377, 0.334, 0.349, 0.285, -1.082, 0.848, -0.602, -1.135, 0.257, 0.330, 0.377, 0.337, 0.349, 0.306

***

This record from the OMol25 dataset describes 2 unconnected molecules or ions with the total composition C13H19F8N2O5. The level of theory is ωB97M-V with the def2-TZVPD basis set.

CARTESIAN COORDINATES (ANGSTROEM)
C  0.9707  4.5890  -0.0531
O  0.5136  3.7427  -1.1065
C  -0.2036  2.6518  -0.5386
C  -0.3227  1.4119  -1.5008
N  -0.6764  0.2015  -0.7317
C  -1.9565  0.3632  0.0203
C  -3.1476  0.7488  -0.9140
O  -3.4347  -0.0262  -1.7898
N  -3.9570  1.9332  -0.7994
C  -3.7323  2.8979  -1.8969
C  -3.9121  2.5530  0.5361
C  1.0770  1.1002  -2.1792
O  1.9079  0.3283  -1.6479
O  1.3258  1.6758  -3.2797
H  1.7133  5.3084  -0.4623
H  1.4970  4.0023  0.7519
H  0.1053  5.1088  0.4473
H  -1.2357  3.0191  -0.2682
H  0.2495  2.2901  0.4300
H  -1.0126  1.6131  -2.3552
H  0.0418  0.0862  -0.0125
H  -1.8435  1.0065  0.9288
H  -2.1879  -0.6669  0.4074
H  -3.6829  3.9483  -1.5203
H  -4.5921  2.8250  -2.6110
H  -2.8006  2.7127  -2.4762
H  -4.9113  3.0468  0.6965
H  -3.8032  1.8223  1.3683
H  -3.1674  3.3944  0.6112
C  3.4362  -3.3121  1.9852
C  2.1365  -3.6262  2.7520
C  1.4768  -4.9691  2.4393
F  1.0930  -5.0643  1.1551
F  0.3539  -5.1216  3.1921
F  1.2635  -2.6113  2.5784
F  2.4543  -3.6296  4.0840
O  3.3273  -2.4713  0.8478
C  3.0064  -3.0656  -0.3802
C  1.6783  -2.5604  -0.9400
F  0.6532  -2.8366  -0.0910
F  1.3961  -3.1801  -2.1146
F  3.0519  -4.4155  -0.2640
F  4.0024  -2.7321  -1.2255
H  4.0561  -2.7386  2.6772
H  4.0170  -4.2118  1.7713
H  2.1495  -5.8008  2.6688
H  1.7082  -1.4751  -1.1073

Computed properties:
* HOMO energy: -4.363 eV
* total charge: -1
* electronic energy: -48746.674 eV

Atom-resolved charges from natural (NBO), all expressed in e: -0.249, -0.524, -0.070, -0.189, -0.590, -0.341, 0.698, -0.546, -0.497, -0.420, -0.422, 0.766, -0.800, -0.756, 0.192, 0.164, 0.150, 0.140, 0.157, 0.210, 0.369, 0.169, 0.225, 0.195, 0.202, 0.220, 0.193, 0.211, 0.180, -0.135, 0.595, 0.522, -0.310, -0.332, -0.306, -0.338, -0.500, 0.847, 0.441, -0.339, -0.331, -0.339, -0.315, 0.220, 0.201, 0.132, 0.253

***

This record from the OMol25 dataset describes a molecular structure, C42H42Cl2N8O7PdS. The level of theory is ωB97M-V with the def2-TZVPD basis set.

CARTESIAN COORDINATES (ANGSTROEM)
Pd  0.3575  -0.2612  1.1779
Cl  -1.0063  -7.0240  1.3144
C  -0.0822  -6.0719  0.1872
C  1.2738  -5.9402  0.4031
C  2.0369  -5.1766  -0.4633
C  1.4209  -4.5650  -1.5397
C  0.0586  -4.7018  -1.7441
Cl  -0.6091  -3.9150  -3.1505
C  -0.7571  -5.4578  -0.8847
N  -2.1164  -5.6788  -1.0652
C  -3.0396  -4.6288  -1.4202
C  -3.7977  -4.7738  -2.5758
C  -4.6752  -3.7787  -2.9655
C  -4.7922  -2.6282  -2.1915
C  -4.0633  -2.5014  -1.0213
C  -3.1857  -3.5066  -0.6060
C  -2.4059  -3.3467  0.6802
C  -1.3097  -2.2911  0.5502
O  -1.6338  -1.1270  0.2186
O  -0.1091  -2.6380  0.7506
H  1.7258  -6.4345  1.2531
H  3.1013  -5.0618  -0.3048
H  2.0040  -3.9907  -2.2496
H  -2.4895  -6.3035  -0.3696
H  -3.6772  -5.6739  -3.1657
H  -5.2609  -3.8968  -3.8694
H  -5.4691  -1.8363  -2.4925
H  -4.1559  -1.6118  -0.4104
H  -1.9416  -4.2717  1.0013
H  -3.0827  -3.0005  1.4639
O  0.8661  0.5790  5.0756
N  0.8453  0.1809  3.9232
O  1.0614  0.9887  2.9514
O  0.6235  -1.0205  3.6228
N  2.3678  -2.9439  1.9842
C  2.9999  -1.7714  2.2008
S  2.9450  -0.5392  1.0235
N  3.7194  -1.7170  3.3319
C  4.2826  -0.6177  4.0488
C  4.3352  -0.7674  5.4321
C  4.8292  0.2474  6.2305
C  5.2840  1.4244  5.6529
C  5.2549  1.5596  4.2748
C  4.7661  0.5449  3.4634
H  1.5510  -2.8938  1.3772
H  2.2042  -3.5277  2.7941
H  3.5635  -2.5039  3.9418
H  3.9496  -1.6749  5.8866
H  4.8330  0.1269  7.3061
H  5.6457  2.2322  6.2765
H  5.6103  2.4736  3.8141
H  4.7425  0.6690  2.3943
O  -1.7605  0.9055  2.2887
C  -1.5002  1.7938  1.4952
N  -2.1690  2.9821  1.3642
C  -1.5854  3.8123  0.3346
C  -0.4288  2.8631  -0.1422
O  0.3243  3.1654  -1.0643
N  -0.4768  1.7204  0.5569
C  -1.0450  5.1134  0.9091
C  -1.7969  6.2829  0.8571
C  -1.3157  7.4561  1.4248
C  -0.0763  7.4693  2.0484
C  0.6755  6.3028  2.1090
C  0.1929  5.1303  1.5471
C  -2.4923  3.9848  -0.8855
C  -3.6591  3.2433  -1.0238
C  -4.4049  3.3110  -2.1965
C  -3.9855  4.1124  -3.2468
C  -2.8154  4.8528  -3.1165
C  -2.0745  4.7905  -1.9468
H  -2.7911  3.3241  2.0741
H  -2.7631  6.2765  0.3647
H  -1.9118  8.3607  1.3808
H  0.3024  8.3840  2.4882
H  1.6424  6.3034  2.5981
H  0.7804  4.2203  1.6110
H  -3.9807  2.5994  -0.2144
H  -5.3139  2.7271  -2.2882
H  -4.5664  4.1638  -4.1595
H  -2.4744  5.4791  -3.9328
H  -1.1544  5.3524  -1.8514
C  1.8196  -1.5589  -3.5533
C  1.4618  -1.5538  -2.0464
N  1.0135  -0.2251  -1.6479
C  2.0067  0.7712  -2.0546
C  1.9975  0.8999  -3.5932
N  1.2572  -0.2933  -4.1398
C  -0.2040  -0.1999  -3.7876
C  -0.2762  0.0923  -2.2761
H  1.3727  -2.4026  -4.0767
H  2.8947  -1.5509  -3.7261
H  2.3315  -1.8227  -1.4495
H  0.6676  -2.2672  -1.8286
H  2.9848  0.4607  -1.6851
H  1.7438  1.7276  -1.6107
H  2.9961  0.9062  -4.0270
H  1.4633  1.7942  -3.9133
H  1.3564  -0.3172  -5.1484
H  -0.6598  -1.1536  -4.0493
H  -0.6557  0.5931  -4.3820
H  -1.0683  -0.4841  -1.8058
H  -0.4777  1.1460  -2.0988

Computed properties:
* multiplicity: 3
* HOMO energy (alpha / beta): -8.164 / -8.263 eV
* electronic energy: -109847.015 eV

Results of the Mulliken charge analysis, in e, for atoms 1 through 99: 1.352, -0.241, 0.995, -0.759, -0.576, -0.307, 0.590, -0.172, -1.135, -0.044, -0.409, -0.582, -0.489, -0.806, -0.363, 0.650, -0.982, 0.565, -0.333, -0.627, 0.455, 0.385, 0.644, 0.427, 0.472, 0.408, 0.449, 0.447, 0.141, 0.649, -0.730, 1.160, -0.529, -0.641, 0.032, 0.487, -0.818, -0.149, 0.819, -0.461, -0.671, -0.473, -0.765, -0.278, -0.398, 0.334, 0.190, 0.270, 0.361, 0.383, 0.381, 0.390, -0.585, -0.525, -0.102, 3.715, -1.597, -0.832, 1.060, -0.092, -0.235, -0.866, -0.437, -0.859, -0.539, -0.759, -0.299, -0.917, -0.415, -1.013, -0.045, 0.298, 0.456, 0.395, 0.387, 0.422, 0.518, 0.449, 0.435, 0.425, 0.401, 0.547, -1.086, 0.665, 1.296, -0.454, -0.839, 0.218, -1.209, 0.330, 0.545, 0.076, 0.553, -1.471, 0.544, -0.014, 0.365, 0.358, 0.336